Entry from OMol25: a cluster of 2 separate species, C4H13N2O in total (ωB97M-V/def2-TZVPD).

Results
Energy relative to the best compared isomer or geometry (same formula, charge and spin), kcal/mol: 78.5
Molar mass, g mol⁻¹: 105.16

Geometry as ORCA input:
```
! wB97M-V def2-TZVPD RIJCOSX def2/J DEFGRID3
* xyz 1 1
C -0.6686 0.0532 -0.8951
C 0.6897 -0.6336 -0.4729
C 0.9075 -0.6509 0.9859
C 0.8840 -1.7353 1.7663
N 1.6087 -1.9128 2.8565
N -0.5812 1.4380 -0.1514
H -1.3885 -0.5809 -0.4054
H -0.6846 0.2274 -1.9130
H 0.6657 -1.6331 -0.9940
H 1.6792 -0.0660 -0.9062
H 1.2214 0.1892 1.3413
H 0.1448 -2.5723 1.5669
H 1.8222 -1.1211 3.4940
H 1.2040 -2.7248 3.2918
H 0.4369 1.7074 -0.4446
H -1.2555 2.0661 -0.6851
H -0.6796 1.3268 0.8572
H -2.2163 2.8933 -2.7668
H -1.9227 1.7117 -3.7098
O -1.8670 2.0177 -2.8156
*
```

Results of the Mulliken charge analysis, in e, for atoms 1 through 8: number 1, C, carries -0.554; number 2, C, carries -0.828; number 3, C, carries -0.716; number 4, C, carries -0.016; number 5, N, carries -0.418; number 6, N, carries -0.361; number 7, H, carries 0.405; number 8, H, carries 0.375



Entry from OMol25: a cluster of 2 separate species, C5H7F3O6S in total (ωB97M-V/def2-TZVPD).

Results
Total energy, hartree: -1343.80064
Molar mass, g mol⁻¹: 252.17
SMILES: CCOC(=O)C(F)(F)F.O=C(OO)OS

Geometry as ORCA input:
```
! wB97M-V def2-TZVPD RIJCOSX def2/J DEFGRID3
* xyz 0 1
C 0.5981 2.7889 2.2020
C -0.4310 1.8160 1.6597
O -0.6210 2.0062 0.2487
C 0.3122 1.4565 -0.5512
O 1.2672 0.8391 -0.1538
C -0.0347 1.6925 -2.0187
F -0.3921 2.9684 -2.2674
F -1.0656 0.9209 -2.4163
F 0.9892 1.4196 -2.8451
H 0.3207 3.8168 1.9554
H 0.6843 2.6944 3.2859
H 1.5816 2.6110 1.7615
H -1.3965 2.0025 2.1341
H -0.1610 0.7787 1.8766
O 0.3499 -5.3781 -0.3759
C -0.0990 -4.2830 -0.7300
O 0.4094 -3.0053 -0.3577
O 1.7124 -2.8554 -0.7706
O -1.2857 -4.2663 -1.5647
S -2.1277 -2.8437 -1.0630
H 2.0306 -2.0855 -0.2326
H -2.6412 -3.0942 0.2232
*
```

Results of the Mulliken charge analysis, in e, for atoms 1 through 8: number 1, C, carries -1.117; number 2, C, carries -0.155; number 3, O, carries -0.325; number 4, C, carries 0.417; number 5, O, carries -0.523; number 6, C, carries 0.843; number 7, F, carries -0.243; number 8, F, carries -0.244



Entry from OMol25: an isolated molecule of C5H9N3O4S (ωB97M-V/def2-TZVPD).

Results
Energy relative to the best compared isomer or geometry (same formula, charge and spin), kcal/mol: 137.6
Molar mass, g mol⁻¹: 207.21

Geometry as ORCA input:
```
! wB97M-V def2-TZVPD RIJCOSX def2/J DEFGRID3
* xyz 0 1
C 1.3946 1.2596 1.7343
C -0.3089 -2.2979 1.1824
C -0.9260 -0.2999 -2.3884
C 1.6144 0.4051 -0.5424
C 0.5797 -0.7593 -0.4980
N 1.8077 1.3605 2.8074
N 1.1647 1.4885 0.4369
N 0.1540 2.3216 0.1695
O -2.7707 2.4651 2.5050
O -0.9353 2.0925 1.0299
O 0.5105 -1.1761 0.8264
O -0.6663 -0.2169 -1.0306
S -2.3700 2.7365 1.1666
H 0.1362 -2.5849 2.1178
H -0.2529 -3.1359 0.4106
H -1.3628 -1.9627 1.4024
H -0.5290 -1.2181 -3.0420
H -0.4006 0.5020 -2.8296
H -2.0096 -0.1968 -2.5147
H 1.7128 0.7662 -1.5625
H 2.6196 0.0351 -0.2107
H 0.8377 -1.5844 -1.1702
*
```

Results of the Mulliken charge analysis, in e, for atoms 1 through 8: number 1, C, carries 0.560; number 2, C, carries -0.728; number 3, C, carries -0.785; number 4, C, carries -0.875; number 5, C, carries 0.011; number 6, N, carries -0.566; number 7, N, carries 0.514; number 8, N, carries -0.561



Entry from OMol25: a structure of composition C8H7FO4S2 (ωB97M-V/def2-TZVPD).

Results
Energy relative to the best compared isomer or geometry (same formula, charge and spin), kcal/mol: 43.7
Molar mass, g mol⁻¹: 250.27

Geometry as ORCA input:
```
! wB97M-V def2-TZVPD RIJCOSX def2/J DEFGRID3
* xyz 0 1
C -1.4788 0.8776 1.3347
C -2.3352 0.7938 0.3091
C -0.8098 -1.4849 0.9350
C -1.6779 -1.5427 -0.0789
C -0.2911 -0.0554 1.0514
C -1.7212 -0.1768 -0.6226
C -0.1607 0.2712 -0.4814
C 1.5506 0.0382 -2.7062
O 2.2745 -0.5229 -0.2846
O 0.7134 -2.0729 -1.4484
O 3.0928 1.0465 1.9729
O 0.8241 0.1075 1.8116
F 1.0865 2.5175 1.6701
S 1.1767 -0.7336 -1.2317
S 1.9714 1.1109 1.1196
H -1.5583 1.4399 2.2463
H -3.3042 1.2433 0.2086
H -0.5050 -2.2631 1.6062
H -2.2900 -2.3681 -0.3823
H 0.0201 1.3167 -0.7079
H 2.2816 0.8171 -2.7140
H 1.1405 -0.3597 -3.6076
*
```

Results of the Mulliken charge analysis, in e, for atoms 1 through 8: number 1, C, carries -0.523; number 2, C, carries -0.734; number 3, C, carries -0.863; number 4, C, carries -0.424; number 5, C, carries 1.291; number 6, C, carries 0.215; number 7, C, carries -1.151; number 8, C, carries -0.786



Entry from OMol25: a structure of composition C19H19F2N3PtSb (ωB97M-V/def2-TZVPD).

Results
Total energy, hartree: -1457.83314
Molar mass, g mol⁻¹: 644.22

Geometry as ORCA input:
```
! wB97M-V def2-TZVPD RIJCOSX def2/J DEFGRID3
* xyz 3 1
Pt -0.1562 -0.3574 -0.1316
C 0.7354 0.0049 3.3990
C 1.4052 -1.0481 2.5829
C 2.2683 -1.9709 3.1757
C 2.9300 -2.9025 2.4114
C 2.7583 -2.9014 1.0201
C 1.8989 -1.9944 0.4641
N 1.2144 -1.1202 1.2459
Sb 1.8134 -2.0753 -1.7604
C 1.6655 0.0922 -2.0170
C 2.4491 0.6446 -2.9979
C 2.4045 2.0286 -3.1877
C 1.6185 2.7936 -2.3560
C 0.8389 2.2156 -1.3530
C 0.0435 3.0689 -0.4227
N 0.8747 0.8714 -1.2551
C -0.3338 -2.3307 -2.1176
C -0.6970 -3.3258 -2.9925
C -2.0598 -3.5076 -3.2711
C -2.9935 -2.6989 -2.6669
C -2.6006 -1.6930 -1.7777
C -3.6017 -0.8046 -1.1332
N -1.2723 -1.5501 -1.5227
H 1.1990 0.0615 4.3808
H 0.8527 0.9880 2.9359
H -0.3129 -0.2188 3.5543
H 2.4128 -1.9264 4.2465
H 3.5990 -3.6167 2.8742
H 3.3091 -3.5978 0.4012
H 3.0930 0.0248 -3.6074
H 2.9973 2.4928 -3.9660
H 1.5901 3.8709 -2.4513
H 0.3708 4.1008 -0.5162
H -1.0192 3.0406 -0.6588
H 0.2079 2.7796 0.6150
H 0.0505 -3.9539 -3.4613
H -2.3718 -4.2781 -3.9654
H -4.0483 -2.8189 -2.8741
H -4.6015 -1.0715 -1.4649
H -3.5806 -0.9076 -0.0465
H -3.4298 0.2344 -1.4057
F -2.0065 -0.2058 1.7444
C -1.4117 0.7661 1.0531
F -2.2701 1.3920 0.3000
H -0.8346 1.4440 1.6799
*
```

Results of the Mulliken charge analysis, in e, for atoms 1 through 8: number 1, Pt, carries 1.014; number 2, C, carries -1.394; number 3, C, carries 0.977; number 4, C, carries -0.771; number 5, C, carries -0.462; number 6, C, carries -0.635; number 7, C, carries 0.256; number 8, N, carries -0.088



Entry from OMol25: a cluster of 3 separate species, C19H38ClNO5 in total (ωB97M-V/def2-TZVPD).

Results
Energy relative to the best compared isomer or geometry (same formula, charge and spin), kcal/mol: 97.1
<S²>: 0.75
Molar mass, g mol⁻¹: 395.97

Geometry as ORCA input:
```
! wB97M-V def2-TZVPD RIJCOSX def2/J DEFGRID3
* xyz -1 2
C -2.1737 0.8269 2.4070
C -0.7149 0.1797 1.9146
C 0.2740 1.4583 1.6461
Cl 1.3997 1.5571 3.1621
C 1.1896 1.3625 0.2902
C 2.2241 0.0805 0.5079
O 1.8010 -1.1209 0.0551
O 3.5582 0.1713 1.1338
C 0.3619 1.0591 -1.0915
C -0.2855 2.4275 -1.7200
C -1.0687 1.9575 -3.1214
C -1.4895 3.0888 -0.7732
N 0.7149 3.4784 -2.1444
O 0.2062 4.7226 -2.1202
C 2.0383 3.3653 -1.4220
C 2.6186 4.9294 -1.2998
C 3.1287 2.5747 -2.3791
C 1.9507 2.8039 0.1149
H -2.8473 1.0692 1.4814
H -2.7534 0.0780 3.1191
H -2.0148 1.8162 3.0558
H -0.8209 -0.5693 1.0223
H -0.3167 -0.4215 2.8457
H -0.3828 2.4512 1.7076
H -0.5418 0.2950 -0.9587
H 1.1024 0.5509 -1.8433
H -0.3287 2.1741 -4.0213
H -1.3747 0.8148 -3.0481
H -2.0652 2.5590 -3.2443
H -2.1764 3.7916 -1.4496
H -1.0752 3.7520 0.0982
H -2.2009 2.2127 -0.4071
H 2.0533 5.5533 -0.4699
H 2.6977 5.4692 -2.3354
H 3.7329 4.8000 -0.8956
H 4.1769 2.3989 -1.8571
H 2.7080 1.5985 -2.8806
H 3.3575 3.3214 -3.2821
H 3.0755 2.6601 0.4880
H 1.4930 3.6126 0.8647
C 4.8430 -4.4454 -1.7723
C 3.4773 -4.9570 -1.3425
C 2.3620 -4.2890 -2.1309
O 3.2926 -4.7001 0.0472
H 4.9307 -3.3674 -1.5968
H 5.6351 -4.9259 -1.1880
H 5.0221 -4.6423 -2.8339
H 3.4294 -6.0422 -1.4844
H 2.3618 -3.2054 -1.9681
H 1.3844 -4.6578 -1.8024
H 2.4668 -4.4812 -3.2032
H 3.3337 -3.7389 0.1826
C -5.0809 -3.1014 1.7981
C -4.7873 -2.5686 3.1914
C -5.9795 -2.7509 4.1171
O -4.4612 -1.1836 3.1084
H -5.9220 -2.5663 1.3431
H -4.2185 -2.9524 1.1395
H -5.3201 -4.1690 1.8260
H -3.9159 -3.0861 3.6073
H -6.8524 -2.2034 3.7443
H -5.7582 -2.3518 5.1128
H -6.2456 -3.8080 4.2146
H -5.2293 -0.7162 2.7401
*
```

Results of the Mulliken charge analysis, in e, for atoms 1 through 8: number 1, C, carries -0.626; number 2, C, carries -0.241; number 3, C, carries -0.430; number 4, Cl, carries -0.194; number 5, C, carries 1.618; number 6, C, carries -0.035; number 7, O, carries -0.698; number 8, O, carries -0.772